ORCA calculation (ωB97M-V/def2-TZVPD) on a 12-piece molecular cluster, C57H151B2F8N9O19 overall.

Bonds (Å) are listed after each position.
Geometry (Å):
1 C -0.534 0.520 0.224  C2 1.564, H5 1.090, H6 1.090, H7 1.090
2 C 0.941 0.832 0.639  C1 1.564, C3 1.538, O4 1.411, H8 1.090
3 C 1.853 -0.266 0.068  C2 1.538, H9 1.090, H10 1.090, H11 1.090
4 O 1.333 2.141 0.287  C2 1.411
5 H -1.222 1.324 0.484  C1 1.090
6 H -0.858 -0.325 0.832  C1 1.090
7 H -0.816 0.398 -0.822  C1 1.090
8 H 0.950 0.668 1.717  C2 1.090
9 H 1.920 -0.151 -1.014  C3 1.090
10 H 1.563 -1.301 0.245  C3 1.090
11 H 2.846 -0.048 0.459  C3 1.090
12 C 1.275 5.183 -3.966  O13 1.418, H23 1.090, H24 1.090, H25 1.090
13 O 2.363 4.364 -3.572  C12 1.418, C14 1.375
14 C 2.088 3.027 -3.405  O13 1.375, C15 1.568, H26 1.090, H27 1.090
15 C 3.239 2.179 -2.760  C14 1.568, N16 1.527, H28 1.090, H29 1.090
16 N 3.588 2.809 -1.414  C15 1.527, H17 1.010, H18 1.010, C19 1.554
17 H 3.746 3.805 -1.454  N16 1.010
18 H 2.786 2.641 -0.823  N16 1.010
19 C 4.803 2.232 -0.635  N16 1.554, C20 1.595, H30 1.090, H31 1.090
20 C 6.175 2.746 -1.265  C19 1.595, O21 1.463, H32 1.090, H33 1.090
21 O 6.111 4.137 -1.714  C20 1.463, C22 1.457
22 C 7.252 4.527 -2.533  O21 1.457, H34 1.090, H35 1.090, H36 1.090
23 H 1.621 6.212 -3.870  C12 1.090
24 H 0.422 5.141 -3.288  C12 1.090
25 H 0.891 5.147 -4.985  C12 1.090
26 H 1.989 2.789 -4.464  C14 1.090
27 H 1.134 2.821 -2.920  C14 1.090
28 H 4.146 2.146 -3.364  C15 1.090
29 H 2.995 1.117 -2.718  C15 1.090
30 H 4.696 1.161 -0.460  C19 1.090
31 H 4.696 2.708 0.339  C19 1.090
32 H 6.331 2.146 -2.161  C20 1.090
33 H 7.013 2.618 -0.580  C20 1.090
34 H 7.166 5.598 -2.717  C22 1.090
35 H 7.259 3.959 -3.463  C22 1.090
36 H 8.240 4.395 -2.093  C22 1.090
37 C -3.007 7.296 -0.704  O38 1.412, H48 1.090, H49 1.090, H50 1.090
38 O -2.169 6.166 -0.819  C37 1.412, C39 1.435
39 C -2.931 4.953 -0.748  O38 1.435, C40 1.491, H51 1.090, H52 1.090
40 C -2.306 3.800 -1.456  C39 1.491, N41 1.506, H53 1.090, H54 1.090
41 N -2.444 4.116 -2.922  C40 1.506, H42 1.010, H43 1.010, C44 1.513
42 H -3.405 4.245 -3.207  N41 1.010
43 H -2.094 5.020 -3.205  N41 1.010
44 C -1.891 3.133 -3.930  N41 1.513, C45 1.468, H55 1.090, H56 1.090
45 C -1.961 3.743 -5.263  C44 1.468, O46 1.416, H57 1.090, H58 1.090
46 O -1.463 5.067 -5.197  C45 1.416, C47 1.469
47 C -1.684 5.887 -6.395  O46 1.469, H59 1.090, H60 1.090, H61 1.090
48 H -2.484 8.165 -1.104  C37 1.090
49 H -3.203 7.442 0.358  C37 1.090
50 H -3.989 7.228 -1.173  C37 1.090
51 H -3.968 5.024 -1.075  C39 1.090
52 H -3.017 4.717 0.313  C39 1.090
53 H -2.843 2.869 -1.275  C40 1.090
54 H -1.281 3.590 -1.150  C40 1.090
55 H -2.402 2.173 -3.858  C44 1.090
56 H -0.837 3.132 -3.654  C44 1.090
57 H -2.960 3.645 -5.688  C45 1.090
58 H -1.320 3.149 -5.915  C45 1.090
59 H -1.274 6.883 -6.231  C47 1.090
60 H -2.742 5.917 -6.656  C47 1.090
61 H -1.000 5.609 -7.197  C47 1.090
62 C 2.171 -5.984 -7.963  O63 1.474, H73 1.090, H74 1.090, H75 1.090
63 O 2.425 -4.952 -6.941  C62 1.474, C64 1.388
64 C 3.715 -4.447 -7.033  O63 1.388, C65 1.543, H76 1.090, H77 1.090
65 C 3.850 -3.179 -6.165  C64 1.543, N66 1.557, H78 1.090, H79 1.090
66 N 3.078 -3.302 -4.818  C65 1.557, H67 1.010, H68 1.010, C69 1.538
67 H 3.371 -4.103 -4.276  N66 1.010
68 H 3.429 -2.515 -4.291  N66 1.010
69 C 1.550 -3.139 -4.859  N66 1.538, C70 1.480, H80 1.090, H81 1.090
70 C 1.150 -2.326 -3.688  C69 1.480, O71 1.440, H82 1.090, H83 1.090
71 O 1.475 -2.982 -2.448  C70 1.440, C72 1.433
72 C 0.386 -3.780 -1.970  O71 1.433, H84 1.090, H85 1.090, H86 1.090
73 H 2.166 -5.537 -8.957  C62 1.090
74 H 1.203 -6.463 -7.821  C62 1.090
75 H 2.904 -6.779 -7.828  C62 1.090
76 H 4.046 -4.202 -8.042  C64 1.090
77 H 4.491 -5.133 -6.695  C64 1.090
78 H 3.460 -2.288 -6.658  C65 1.090
79 H 4.863 -3.011 -5.799  C65 1.090
80 H 1.242 -4.183 -4.915  C69 1.090
81 H 1.414 -2.598 -5.795  C69 1.090
82 H 0.084 -2.109 -3.628  C70 1.090
83 H 1.591 -1.330 -3.739  C70 1.090
84 H -0.454 -3.139 -1.705  C72 1.090
85 H 0.684 -4.480 -1.189  C72 1.090
86 H 0.105 -4.504 -2.735  C72 1.090
87 C -1.484 -7.249 0.311  O88 1.423, H98 1.090, H99 1.090, H100 1.090
88 O -1.641 -7.225 1.725  C87 1.423, C89 1.386
89 C -0.553 -7.770 2.387  O88 1.386, C90 1.535, H101 1.090, H102 1.090
90 C -0.869 -7.915 3.883  C89 1.535, N91 1.537, H103 1.090, H104 1.090
91 N -1.541 -6.614 4.352  C90 1.537, H92 1.010, H93 1.010, C94 1.558
92 H -2.154 -6.217 3.655  N91 1.010
93 H -2.177 -6.745 5.126  N91 1.010
94 C -0.563 -5.439 4.653  N91 1.558, C95 1.544, H105 1.090, H106 1.090
95 C -1.395 -4.164 4.395  C94 1.544, O96 1.472, H107 1.090, H108 1.090
96 O -2.058 -3.994 3.091  C95 1.472, C97 1.432
97 C -1.218 -3.897 1.937  O96 1.432, H109 1.090, H110 1.090, H111 1.090
98 H -0.454 -6.992 0.064  C87 1.090
99 H -2.177 -6.568 -0.184  C87 1.090
100 H -1.655 -8.263 -0.050  C87 1.090
101 H 0.298 -7.105 2.243  C89 1.090
102 H -0.407 -8.762 1.958  C89 1.090
103 H -0.104 -8.262 4.577  C90 1.090
104 H -1.693 -8.624 3.946  C90 1.090
105 H 0.298 -5.563 3.997  C94 1.090
106 H -0.155 -5.492 5.663  C94 1.090
107 H -0.807 -3.267 4.589  C95 1.090
108 H -2.215 -4.188 5.112  C95 1.090
109 H -0.444 -4.655 1.812  C97 1.090
110 H -0.653 -2.966 1.970  C97 1.090
111 H -1.784 -3.880 1.005  C97 1.090
112 C -9.365 2.849 0.765  O113 1.347, H123 1.090, H124 1.090, H125 1.090
113 O -9.159 1.746 1.511  C112 1.347, C114 1.419
114 C -8.217 0.865 0.919  O113 1.419, C115 1.541, H126 1.090, H127 1.090
115 C -6.730 1.241 1.061  C114 1.541, N116 1.579, H128 1.090, H129 1.090
116 N -6.438 1.694 2.545  C115 1.579, H117 1.010, H118 1.010, C119 1.541
117 H -6.987 2.514 2.758  N116 1.010
118 H -6.667 0.977 3.218  N116 1.010
119 C -4.974 2.148 2.709  N116 1.541, C120 1.561, H130 1.090, H131 1.090
120 C -3.915 1.106 2.230  C119 1.561, O121 1.398, H132 1.090, H133 1.090
121 O -4.256 -0.134 2.777  C120 1.398, C122 1.439
122 C -3.707 -1.294 2.125  O121 1.439, H134 1.090, H135 1.090, H136 1.090
123 H -10.311 2.765 0.230  C112 1.090
124 H -8.598 3.043 0.015  C112 1.090
125 H -9.473 3.742 1.381  C112 1.090
126 H -8.349 0.778 -0.160  C114 1.090
127 H -8.436 -0.148 1.257  C114 1.090
128 H -6.476 2.025 0.348  C115 1.090
129 H -6.096 0.440 0.680  C115 1.090
130 H -4.770 2.315 3.766  C119 1.090
131 H -4.765 3.137 2.301  C119 1.090
132 H -2.880 1.380 2.435  C120 1.090
133 H -3.972 1.040 1.143  C120 1.090
134 H -4.068 -2.168 2.666  C122 1.090
135 H -2.649 -1.100 1.945  C122 1.090
136 H -4.113 -1.315 1.113  C122 1.090
137 C -0.461 -0.373 4.465  O138 1.460, H148 1.090, H149 1.090, H150 1.090
138 O -1.757 0.132 4.910  C137 1.460, C139 1.400
139 C -2.290 -0.733 5.873  O138 1.400, C140 1.511, H151 1.090, H152 1.090
140 C -1.896 -0.392 7.291  C139 1.511, N141 1.562, H153 1.090, H154 1.090
141 N -2.070 1.130 7.599  C140 1.562, H142 1.010, H143 1.010, C144 1.602
142 H -1.733 1.340 8.527  N141 1.010
143 H -1.397 1.638 7.042  N141 1.010
144 C -3.555 1.710 7.446  N141 1.602, C145 1.449, H155 1.090, H156 1.090
145 C -3.637 3.155 7.515  C144 1.449, O146 1.431, H157 1.090, H158 1.090
146 O -2.622 3.832 6.768  C145 1.431, C147 1.458
147 C -2.797 5.273 6.623  O146 1.458, H159 1.090, H160 1.090, H161 1.090
148 H -0.605 -1.340 3.984  C137 1.090
149 H 0.271 -0.576 5.247  C137 1.090
150 H -0.032 0.311 3.732  C137 1.090
151 H -2.166 -1.791 5.644  C139 1.090
152 H -3.377 -0.680 5.808  C139 1.090
153 H -0.861 -0.624 7.541  C140 1.090
154 H -2.462 -0.930 8.051  C140 1.090
155 H -4.105 1.301 8.294  C144 1.090
156 H -4.019 1.377 6.518  C144 1.090
157 H -3.602 3.437 8.568  C145 1.090
158 H -4.595 3.533 7.158  C145 1.090
159 H -2.004 5.733 6.035  C147 1.090
160 H -2.780 5.695 7.627  C147 1.090
161 H -3.740 5.322 6.077  C147 1.090
162 C -3.526 -4.293 -2.202  O163 1.412, H173 1.090, H174 1.090, H175 1.090
163 O -3.580 -3.047 -1.541  C162 1.412, C164 1.400
164 C -3.101 -1.900 -2.183  O163 1.400, C165 1.525, H176 1.090, H177 1.090
165 C -3.913 -1.514 -3.416  C164 1.525, N166 1.592, H178 1.090, H179 1.090
166 N -5.415 -1.356 -2.913  C165 1.592, H167 1.010, H168 1.010, C169 1.519
167 H -5.604 -2.195 -2.384  N166 1.010
168 H -5.586 -0.558 -2.317  N166 1.010
169 C -6.472 -1.349 -4.003  N166 1.519, C170 1.512, H180 1.090, H181 1.090
170 C -6.808 -2.711 -4.567  C169 1.512, O171 1.448, H182 1.090, H183 1.090
171 O -5.692 -3.470 -5.091  C170 1.448, C172 1.431
172 C -5.228 -3.014 -6.367  O171 1.431, H184 1.090, H185 1.090, H186 1.090
173 H -3.997 -5.031 -1.553  C162 1.090
174 H -2.506 -4.659 -2.328  C162 1.090
175 H -4.140 -4.367 -3.099  C162 1.090
176 H -2.061 -2.001 -2.494  C164 1.090
177 H -3.050 -1.044 -1.511  C164 1.090
178 H -3.850 -2.293 -4.175  C165 1.090
179 H -3.599 -0.555 -3.826  C165 1.090
180 H -6.212 -0.596 -4.747  C169 1.090
181 H -7.388 -0.890 -3.631  C169 1.090
182 H -7.641 -2.660 -5.268  C170 1.090
183 H -7.165 -3.357 -3.765  C170 1.090
184 H -4.925 -1.968 -6.331  C172 1.090
185 H -6.029 -3.247 -7.069  C172 1.090
186 H -4.354 -3.582 -6.686  C172 1.090
187 C 2.728 -4.458 0.792  O188 1.402, H198 1.090, H199 1.090, H200 1.090
188 O 4.032 -3.977 0.607  C187 1.402, C189 1.469
189 C 4.028 -2.558 0.229  O188 1.469, C190 1.527, H201 1.090, H202 1.090
190 C 5.464 -2.102 -0.018  C189 1.527, N191 1.579, H203 1.090, H204 1.090
191 N 6.181 -2.822 -1.227  C190 1.579, H192 1.010, H193 1.010, C194 1.553
192 H 6.078 -3.825 -1.170  N191 1.010
193 H 5.767 -2.700 -2.141  N191 1.010
194 C 7.698 -2.509 -1.333  N191 1.553, C195 1.512, H205 1.090, H206 1.090
195 C 8.414 -2.656 -0.009  C194 1.512, O196 1.398, H207 1.090, H208 1.090
196 O 8.072 -3.911 0.502  C195 1.398, C197 1.431
197 C 9.099 -4.458 1.334  O196 1.431, H209 1.090, H210 1.090, H211 1.090
198 H 2.670 -5.330 0.139  C187 1.090
199 H 1.976 -3.695 0.594  C187 1.090
200 H 2.619 -4.941 1.763  C187 1.090
201 H 3.764 -1.962 1.102  C189 1.090
202 H 3.401 -2.291 -0.622  C189 1.090
203 H 6.045 -2.399 0.855  C190 1.090
204 H 5.557 -1.029 -0.180  C190 1.090
205 H 7.703 -1.472 -1.670  C194 1.090
206 H 8.067 -3.223 -2.070  C194 1.090
207 H 8.173 -1.795 0.614  C195 1.090
208 H 9.455 -2.478 -0.280  C195 1.090
209 H 8.909 -5.421 1.809  C197 1.090
210 H 9.396 -3.751 2.109  C197 1.090
211 H 10.034 -4.647 0.806  C197 1.090
212 C 5.198 5.845 3.977  O213 1.449, H223 1.090, H224 1.090, H225 1.090
213 O 4.194 4.964 3.415  C212 1.449, C214 1.512
214 C 4.032 3.634 4.114  O213 1.512, C215 1.540, H226 1.090, H227 1.090
215 C 3.102 2.792 3.221  C214 1.540, N216 1.540, H228 1.090, H229 1.090
216 N 1.856 3.562 2.744  C215 1.540, H217 1.010, H218 1.010, C219 1.547
217 H 2.217 4.483 2.539  N216 1.010
218 H 1.601 3.163 1.853  N216 1.010
219 C 0.640 3.510 3.700  N216 1.547, C220 1.494, H230 1.090, H231 1.090
220 C -0.551 4.252 3.190  C219 1.494, O221 1.433, H232 1.090, H233 1.090
221 O -0.406 5.656 2.938  C220 1.433, C222 1.434
222 C -1.693 6.288 2.920  O221 1.434, H234 1.090, H235 1.090, H236 1.090
223 H 6.061 5.182 3.917  C212 1.090
224 H 4.922 6.153 4.985  C212 1.090
225 H 5.389 6.787 3.464  C212 1.090
226 H 3.572 3.863 5.076  C214 1.090
227 H 4.895 3.050 4.434  C214 1.090
228 H 2.930 1.773 3.567  C215 1.090
229 H 3.517 2.617 2.229  C215 1.090
230 H 1.105 4.003 4.554  C219 1.090
231 H 0.403 2.451 3.793  C219 1.090
232 H -1.321 4.059 3.937  C220 1.090
233 H -0.806 3.766 2.248  C220 1.090
234 H -2.082 6.359 3.936  C222 1.090
235 H -2.421 5.658 2.410  C222 1.090
236 H -1.730 7.289 2.490  C222 1.090
237 B 5.079 -0.656 -3.692  F238 1.391, F239 1.341, F240 1.329, F241 1.400
238 F 4.023 -0.716 -4.595  B237 1.391
239 F 5.814 -1.776 -3.640  B237 1.341
240 F 6.009 0.259 -3.947  B237 1.329
241 F 4.436 -0.417 -2.471  B237 1.400
242 B 6.447 0.604 2.145  F243 1.414, F244 1.354, F245 1.478, F246 1.396
243 F 6.477 2.016 2.198  B242 1.414
244 F 6.872 0.098 3.328  B242 1.354
245 F 5.068 0.158 1.854  B242 1.478
246 F 7.207 0.127 1.075  B242 1.396

The energy above the lowest of the compared OMol25 structures with the same formula, charge and spin is 6.1358 eV. The calculation puts the max |F| at 3.94 eV Å⁻¹. Its net charge is +6. The spin multiplicity is 1. Its HOMO energy is -0.652 Eh.